# 1
{"formula": "C5H10O", "method": "wB97M-V/def2-TZVPD", "homo_lumo_gap_ev": 10.4492, "smiles": "C[C@H]1CCC1=O.[H][H]", "relative_energy_kcal_mol": 38.8, "elements": ["C", "C", "C", "C", "C", "O", "H", "H", "H", "H", "H", "H", "H", "H", "H", "H"], "xyz": [[-1.22, 0.25, -1.59], [-0.36, 0.42, -0.35], [-0.92, -0.11, 1.01], [0.28, -1.09, 1.15], [0.78, -0.60, -0.21], [1.69, -0.91, -0.93], [-0.64, 0.49, -2.49], [-1.58, -0.78, -1.68], [-2.09, 0.91, -1.56], [0.02, 1.45, -0.28], [-0.99, 0.64, 1.80], [-1.88, -0.62, 0.91], [0.98, -0.86, 1.97], [0.05, -2.15, 1.18], [2.99, 1.64, 0.80], [2.90, 1.11, 0.30]]}

# 2
{"formula": "C5H10O", "method": "wB97M-V/def2-TZVPD", "homo_lumo_gap_ev": 9.0697, "smiles": "COC1(C)CC1", "relative_energy_kcal_mol": 81.2, "elements": ["C", "O", "C", "C", "C", "C", "H", "H", "H", "H", "H", "H", "H", "H", "H", "H"], "xyz": [[2.19, 0.13, 0.15], [1.05, -0.69, 0.18], [-0.18, -0.18, -0.33], [-0.53, 1.31, -0.06], [-1.03, -1.37, -0.73], [-1.46, -0.66, 0.47], [3.06, -0.51, 0.36], [2.35, 0.61, -0.82], [2.15, 0.90, 0.93], [-1.23, 1.71, -0.80], [-1.02, 1.51, 0.92], [0.39, 1.88, -0.03], [-1.65, -1.38, -1.61], [-0.54, -2.30, -0.48], [-1.17, -0.90, 1.47], [-2.37, -0.05, 0.37]]}

# 3
{"formula": "C5H10O", "method": "wB97M-V/def2-TZVPD", "homo_lumo_gap_ev": 10.6453, "smiles": "C[C@@H]1OC[C@@H]1C", "relative_energy_kcal_mol": 25.1, "elements": ["C", "C", "O", "C", "C", "C", "H", "H", "H", "H", "H", "H", "H", "H", "H", "H"], "xyz": [[0.21, -1.69, -0.75], [-0.77, -0.60, -0.36], [-0.90, 0.35, -1.43], [-0.69, 1.45, -0.53], [-0.36, 0.51, 0.64], [1.08, 0.53, 1.12], [-0.24, -2.32, -1.53], [0.48, -2.33, 0.10], [1.11, -1.23, -1.16], [-1.75, -1.03, -0.11], [0.12, 2.12, -0.86], [-1.61, 2.04, -0.39], [-1.04, 0.61, 1.49], [1.30, -0.31, 1.80], [1.28, 1.45, 1.67], [1.79, 0.47, 0.29]]}

Calculated values (eV/Å) of max |F| for the records, taken in order: 0.562, 2.381, 0.489.